Entry 1:
This record from OMol25 describes C42H64BrI2N4O17S3 as an isolated structure. The level of theory is ωB97M-V/def2-TZVPD.

Atoms and positions in Å:
C: 3.1027 0.9521 1.5659
C: 3.3336 1.4035 0.1318
C: 1.9978 1.5613 -0.6650
C: 2.0444 0.8261 -2.0302
N: 1.1719 -0.3648 -1.9624
C: 0.0814 -0.3516 -2.9394
C: -1.0688 0.5495 -2.3806
C: -2.2635 -0.3555 -2.1067
C: -3.4720 0.3341 -1.4392
N: -3.3111 0.3788 0.0574
C: -3.2268 1.7188 0.6923
N: -4.4359 2.4677 0.8199
C: -5.0445 2.8442 -0.1824
O: -5.6312 3.1339 -1.1518
N: -2.1569 2.4409 -0.0289
C: -1.9192 3.5710 0.3371
S: -1.7113 5.0629 0.6305
C: -2.6492 1.4580 2.1319
O: -2.8238 0.1496 2.6133
C: -4.0789 -0.3975 2.3631
Br: -4.1602 -2.1403 3.2996
C: -5.2581 0.3580 3.0201
C: -4.9274 0.7743 4.4790
C: -4.7368 2.2943 4.6989
C: -3.3958 2.7059 5.3043
O: -2.3575 1.7979 4.9229
C: -1.1262 2.3222 4.9124
O: -0.2431 1.7578 4.3376
C: -4.1990 -0.6213 0.7759
O: -5.4907 -0.2899 0.4520
C: -3.6404 -1.9541 0.3127
I: -1.6525 -2.4675 0.9351
C: -4.1774 -2.8420 -0.5036
C: -3.5175 -4.1219 -0.9110
I: -6.0689 -2.6163 -1.4389
C: 1.8951 -1.5789 -1.9486
S: 2.8258 -2.1046 -3.1744
S: 1.7111 -2.3991 -0.4169
C: 2.6054 -3.9697 -0.5456
C: 3.7561 -3.9830 0.4729
C: 3.3613 -3.4903 1.8710
H: 4.0553 0.8850 2.0857
H: 2.6319 -0.0283 1.6060
H: 2.4964 1.6795 2.1044
H: 3.8689 2.3484 0.1440
H: 3.9601 0.7056 -0.4192
H: 1.8518 2.6311 -0.8021
H: 1.2215 1.1526 -0.0245
H: 1.6073 1.5145 -2.7484
H: 3.0625 0.5616 -2.2864
H: 0.4483 0.0180 -3.8998
H: -0.3099 -1.3475 -3.1248
H: -1.3149 1.2604 -3.1638
H: -0.6532 1.0172 -1.4982
H: -1.9688 -1.2621 -1.5826
H: -2.6394 -0.6783 -3.0772
H: -3.5339 1.3252 -1.8743
H: -4.3612 -0.1924 -1.7635
H: -2.3625 -0.0108 0.1902
H: -3.0852 2.2313 2.7573
H: -1.5798 1.6252 2.1488
H: -6.0629 -0.3609 3.1072
H: -5.6704 1.2096 2.4894
H: -5.7856 0.4944 5.0831
H: -4.1123 0.1820 4.8716
H: -4.7904 2.7738 3.7205
H: -5.5454 2.7396 5.2636
H: -3.4587 2.7927 6.3881
H: -3.1588 3.7089 4.9493
H: -0.9068 3.2748 5.4141
H: -6.1354 -0.9288 0.7746
H: -2.5799 -3.9430 -1.4340
H: -3.2962 -4.7408 -0.0461
H: -4.1603 -4.7009 -1.5646
H: 2.9429 -4.1547 -1.5575
H: 1.8958 -4.7308 -0.2385
H: 4.1508 -4.9929 0.5421
H: 4.5440 -3.3347 0.0923
H: 3.5486 -2.4279 1.9789
H: 3.9525 -3.9768 2.6369
H: 2.2993 -3.6352 2.0693
C: 6.0032 5.6166 1.2310
C: 7.0947 4.7129 0.7101
C: 7.8342 5.2848 -0.4745
O: 8.2935 4.1027 -1.1367
C: 7.3893 3.1240 -0.8673
O: 7.3233 2.0898 -1.4391
O: 6.5655 3.5002 0.1503
H: 5.2136 5.7373 0.4881
H: 5.5428 5.1941 2.1243
H: 6.4069 6.5974 1.4830
H: 7.7803 4.4421 1.5173
H: 8.6650 5.9256 -0.1890
H: 7.1748 5.8278 -1.1569
C: -4.8094 3.7614 -4.4495
C: -3.7202 2.9569 -5.1153
C: -3.0517 3.6684 -6.2665
O: -2.5900 2.5719 -7.0630
C: -3.4524 1.5416 -6.8566
O: -3.5128 0.5652 -7.5201
O: -4.2391 1.7905 -5.7688
H: -5.6426 3.9359 -5.1303
H: -5.2084 3.2286 -3.5876
H: -4.4217 4.7231 -4.1111
H: -2.9872 2.6293 -4.3725
H: -2.2261 4.3036 -5.9540
H: -3.7562 4.2554 -6.8608
C: 1.5903 -1.1215 5.4887
C: 2.9866 -1.6079 5.1870
C: 4.0709 -0.7157 5.7378
O: 5.1549 -0.9760 4.8385
C: 4.6013 -1.2975 3.6389
O: 5.1920 -1.3405 2.6127
O: 3.2745 -1.5600 3.7797
H: 1.3961 -0.1720 4.9884
H: 0.8465 -1.8316 5.1263
H: 1.4479 -0.9929 6.5624
H: 3.1123 -2.6405 5.5242
H: 4.3410 -0.9568 6.7631
H: 3.8146 0.3448 5.6691
C: 2.3927 -7.5340 -4.3929
C: 1.0824 -6.8613 -4.0639
C: 0.9197 -5.5066 -4.7076
O: 0.0189 -4.8563 -3.7986
C: 0.2493 -5.3885 -2.5755
O: -0.1405 -4.9147 -1.5557
O: 0.9876 -6.5165 -2.6677
H: 3.2313 -6.9701 -3.9827
H: 2.4354 -8.5334 -3.9610
H: 2.5167 -7.6199 -5.4723
H: 0.2456 -7.5215 -4.3062
H: 0.5020 -5.5577 -5.7098
H: 1.8526 -4.9374 -4.7316

Computed properties:
Gap between HOMO and LUMO   7.09 eV
Charge   +1
E_HOMO   -0.3667 Eh

Atom charges from the Mulliken analysis, given in e for atoms 1 to 6: -1.1646 -0.3841 -0.0588 -1.7484 1.1755 -2.0846

***

Entry 2:
This record from OMol25 describes C42H65CrN9OP as an isolated structure. The level of theory is ωB97M-V/def2-TZVPD.

Atoms and positions in Å:
Cr: -1.4069 -1.2532 -0.3149
C: -4.4718 -2.9894 1.9035
C: -3.2261 -3.3614 2.7069
N: -1.9889 -3.4090 1.9226
C: -1.5329 -4.7464 1.5485
C: -2.1632 -5.2468 0.2564
N: -1.8023 -4.3692 -0.8521
C: -2.2613 -4.8778 -2.1433
C: -1.5703 -4.2182 -3.3382
C: -1.7224 -2.6905 -3.5689
N: -2.2374 -1.8918 -2.4446
C: -3.7079 -1.8910 -2.4699
C: -4.2906 -1.2318 -1.2389
N: -3.5707 -1.6997 -0.0509
C: -4.3901 -1.6444 1.1837
H: -4.6993 -3.7653 1.1660
H: -5.3137 -2.9613 2.5992
H: -3.1042 -2.6134 3.4948
H: -3.4061 -4.3228 3.2052
H: -1.2565 -2.9738 2.4650
H: -0.4506 -4.6958 1.3970
H: -1.7240 -5.4793 2.3435
H: -1.8382 -6.2832 0.0833
H: -3.2532 -5.2675 0.3480
H: -0.7876 -4.3109 -0.8809
H: -2.0664 -5.9580 -2.2222
H: -3.3466 -4.7672 -2.1988
H: -0.5084 -4.4745 -3.2732
H: -1.9390 -4.7246 -4.2312
H: -0.7528 -2.2799 -3.8525
H: -2.3787 -2.5364 -4.4325
H: -1.9449 -0.9193 -2.5789
H: -4.0824 -1.3845 -3.3687
H: -4.0544 -2.9232 -2.5209
H: -4.1712 -0.1550 -1.2969
H: -5.3588 -1.4665 -1.1816
H: -3.3446 -2.6860 -0.2058
H: -3.9921 -0.8814 1.8556
H: -5.4043 -1.3354 0.9225
C: 11.1235 2.3709 3.3822
O: 9.8978 2.7023 4.0129
C: 8.7753 2.0955 3.5807
C: 8.7376 1.1299 2.5783
C: 7.5248 0.5728 2.2063
C: 6.3350 0.9559 2.8160
C: 6.3884 1.9204 3.8278
C: 7.5856 2.4810 4.2041
C: 5.0414 0.4191 2.4084
N: 3.8942 0.6588 3.0029
C: 2.9485 0.0188 2.2566
C: 3.5279 -0.6245 1.1799
N: 4.8685 -0.3652 1.2953
C: 2.7894 -1.3217 0.1793
C: 3.3281 -2.0214 -0.8959
C: 2.4571 -2.6057 -1.8060
C: 1.0964 -2.4415 -1.6457
N: 0.5338 -1.7848 -0.6209
C: 1.3820 -1.2696 0.3233
C: 0.7711 -0.6647 1.4539
N: -0.5931 -0.6942 1.4876
C: -1.1892 -0.1376 2.5421
C: -0.5109 0.4756 3.5804
C: 0.8716 0.5571 3.5323
C: 1.5313 -0.0173 2.4541
H: 11.8775 2.9977 3.8481
H: 11.0894 2.5833 2.3110
H: 11.3800 1.3204 3.5387
H: 9.6432 0.8057 2.0872
H: 7.5336 -0.1835 1.4300
H: 5.4659 2.2229 4.3042
H: 7.6304 3.2311 4.9822
H: 5.5879 -0.6603 0.6600
H: 4.3993 -2.1115 -1.0177
H: 2.8351 -3.1743 -2.6435
H: 0.4178 -2.8567 -2.3731
H: -2.2704 -0.1833 2.5553
H: -1.0626 0.9026 4.4055
H: 1.4441 1.0536 4.3040
C: -1.8965 2.9145 1.3650
C: -2.6725 2.9840 0.0425
C: -3.0056 4.4526 -0.2378
C: -3.9664 2.1976 0.2774
P: -1.6398 2.0559 -1.2757
N: -1.7093 0.5155 -1.0877
C: 0.1656 2.7179 -1.1616
C: 0.3684 4.2264 -1.0067
C: 0.9132 2.2201 -2.4063
C: 0.8265 1.9973 0.0227
C: -2.3136 2.5861 -2.9992
C: -3.8459 2.5239 -2.9987
C: -1.8534 1.5841 -4.0649
C: -1.9086 4.0010 -3.4275
H: -2.5672 3.1852 2.1853
H: -1.0618 3.6108 1.3914
H: -1.5252 1.9061 1.5460
H: -3.4464 4.8788 0.6685
H: -3.7340 4.5752 -1.0364
H: -2.1266 5.0461 -0.4794
H: -4.4772 2.6049 1.1547
H: -3.7227 1.1532 0.4808
H: -4.6618 2.2536 -0.5571
H: -0.0272 4.8036 -1.8384
H: 1.4447 4.4173 -0.9553
H: -0.0664 4.6019 -0.0830
H: 0.5981 2.7138 -3.3218
H: 0.7871 1.1397 -2.5136
H: 1.9803 2.4235 -2.2817
H: 0.6237 2.4672 0.9816
H: 1.9128 1.9916 -0.1091
H: 0.4784 0.9664 0.0461
H: -4.2055 1.5581 -2.6523
H: -4.2057 2.6660 -4.0219
H: -4.2913 3.3070 -2.3914
H: -2.3478 0.6250 -3.9262
H: -0.7812 1.4150 -4.0743
H: -2.1439 1.9588 -5.0504
H: -2.1766 4.7449 -2.6809
H: -2.4405 4.2527 -4.3495
H: -0.8449 4.0849 -3.6369

Computed properties:
⟨S²⟩   6.036
Gap between HOMO and LUMO (spin up / spin down)   5.47 / 6.80 eV
Charge   +1
Multiplicity   5
E_HOMO (spin up / spin down)   -0.3010 / -0.3595 Eh
Relative energy (zero: lowest compared OMol25 entry of this formula, charge and spin)   0.0 kcal per mole

Atom charges from the Mulliken analysis, given in e for atoms 1 to 6: 1.6920 -0.9776 -0.8629 0.0901 -1.2615 -0.6787